Computed, not measured: 2 unconnected molecules or ions with the total composition C5H14BN, with wB97M-V/def2-TZVPD.

HOMO-LUMO gap (spin up / spin down) in eV: 5.21 / 8.85
DFT total energy in eV: -7572.8352
Largest force on an atom in Eh/bohr: 0.0522

Structure (ORCA input):
```
! RIJCOSX wB97M-V def2-TZVPD def2/J DEFGRID3
* xyz 0 3
N -0.00676 1.25913 0.36620
C -2.09512 0.22869 -1.69969
C 2.31545 1.05618 1.02035
C -1.92659 -1.19064 0.71220
C 1.05291 0.28990 0.58265
C 1.57114 -0.51098 -0.63209
B -1.58307 -0.11685 -0.30505
H -2.65677 1.21146 -1.69481
H 0.75958 -0.41130 1.36165
H 3.09025 0.38343 0.84211
H -1.53641 -1.06051 1.72520
H -2.78522 -0.60510 -1.98499
H 0.88489 -1.23404 -0.98802
H 1.85108 0.10307 -1.41588
H 2.54987 -0.82432 -0.36415
H 2.42560 1.89513 0.29235
H -1.66052 -2.23028 0.39201
H -0.26866 1.44335 1.32520
H -2.95550 -1.31527 0.86931
H 2.22286 1.46387 2.02097
H -1.24900 0.16509 -2.42552
*
```